Record 1
Density functional theory data (ωB97M-V with the def2-TZVPD basis set) for a cluster of 4 separate species, C36H76N4O4 in total.

Last columns: bonded neighbours and bond lengths (Å).
Positions of all 120 atoms, in Å:
1 C -1.36 0.85 -3.83  C2 1.515, H12 1.090, H13 1.090, H14 1.090
2 C -0.17 1.26 -4.67  C1 1.515, C3 1.662, N7 1.517, C11 1.503
3 C 0.59 2.37 -3.68  C2 1.662, C4 1.547, H15 1.090, H16 1.090
4 C 1.98 2.72 -4.26  C3 1.547, C5 1.525, H17 1.090, H18 1.090
5 C 2.67 1.36 -4.28  C4 1.525, C6 1.553, H19 1.090, H20 1.090
6 C 2.18 0.18 -5.16  C5 1.553, N7 1.471, C9 1.560, C10 1.605
7 N 0.74 0.07 -4.91  C2 1.517, C6 1.471, O8 1.380
8 O 0.06 -0.69 -5.84  N7 1.380, H30 0.960
9 C 2.58 0.55 -6.62  C6 1.560, H21 1.090, H22 1.090, H23 1.090
10 C 2.94 -1.16 -4.70  C6 1.605, H24 1.090, H25 1.090, H26 1.090
11 C -0.71 1.99 -5.87  C2 1.503, H27 1.090, H28 1.090, H29 1.090
12 H -1.88 -0.01 -4.27  C1 1.090
13 H -2.04 1.64 -3.51  C1 1.090
14 H -1.18 0.39 -2.86  C1 1.090
15 H -0.10 3.19 -3.50  C3 1.090
16 H 0.69 2.04 -2.65  C3 1.090
17 H 2.46 3.40 -3.57  C4 1.090
18 H 1.95 3.25 -5.22  C4 1.090
19 H 2.68 0.99 -3.25  C5 1.090
20 H 3.67 1.69 -4.54  C5 1.090
21 H 3.65 0.39 -6.76  C9 1.090
22 H 2.12 -0.14 -7.33  C9 1.090
23 H 2.30 1.56 -6.93  C9 1.090
24 H 2.98 -1.94 -5.46  C10 1.090
25 H 4.01 -1.10 -4.50  C10 1.090
26 H 2.59 -1.72 -3.84  C10 1.090
27 H -1.22 2.84 -5.41  C11 1.090
28 H -1.51 1.45 -6.38  C11 1.090
29 H 0.16 2.32 -6.43  C11 1.090
30 H -0.27 -1.28 -5.17  O8 0.960
31 C -9.62 7.54 0.86  C32 1.510, H42 1.090, H43 1.090, H44 1.090
32 C -8.89 6.25 0.55  C31 1.510, C33 1.582, N37 1.511, C41 1.517
33 C -9.29 5.76 -0.90  C32 1.582, C34 1.523, H45 1.090, H46 1.090
34 C -8.84 6.57 -2.11  C33 1.523, C35 1.501, H47 1.090, H48 1.090
35 C -7.34 6.66 -2.01  C34 1.501, C36 1.617, H49 1.090, H50 1.090
36 C -6.82 7.24 -0.60  C35 1.617, N37 1.484, C39 1.535, C40 1.631
37 N -7.41 6.55 0.57  C32 1.511, C36 1.484, O38 1.394
38 O -6.98 7.09 1.78  N37 1.394, H60 0.960
39 C -5.35 6.80 -0.56  C36 1.535, H51 1.090, H52 1.090, H53 1.090
40 C -6.97 8.86 -0.53  C36 1.631, H54 1.090, H55 1.090, H56 1.090
41 C -9.15 5.08 1.49  C32 1.517, H57 1.090, H58 1.090, H59 1.090
42 H -9.41 7.98 1.84  C31 1.090
43 H -10.64 7.23 1.06  C31 1.090
44 H -9.55 8.34 0.13  C31 1.090
45 H -8.97 4.73 -1.09  C33 1.090
46 H -10.34 5.95 -1.09  C33 1.090
47 H -9.40 7.48 -2.30  C34 1.090
48 H -9.07 6.22 -3.12  C34 1.090
49 H -7.15 7.40 -2.79  C35 1.090
50 H -6.91 5.68 -2.24  C35 1.090
51 H -4.94 7.31 0.31  C39 1.090
52 H -5.22 5.72 -0.61  C39 1.090
53 H -4.70 7.21 -1.32  C39 1.090
54 H -6.16 9.19 -1.18  C40 1.090
55 H -7.93 9.28 -0.82  C40 1.090
56 H -6.72 9.25 0.46  C40 1.090
57 H -8.56 4.18 1.38  C41 1.090
58 H -10.18 4.74 1.35  C41 1.090
59 H -8.94 5.37 2.52  C41 1.090
60 H -6.54 6.36 2.21  O38 0.960
61 C 1.71 -7.06 -0.14  C62 1.547, H72 1.090, H73 1.090, H74 1.090
62 C 1.87 -8.50 -0.68  C61 1.547, C63 1.567, N67 1.498, C71 1.617
63 C 2.74 -8.43 -1.98  C62 1.567, C64 1.623, H75 1.090, H76 1.090
64 C 4.33 -8.23 -1.68  C63 1.623, C65 1.550, H77 1.090, H78 1.090
65 C 4.78 -9.29 -0.65  C64 1.550, C66 1.557, H79 1.090, H80 1.090
66 C 3.97 -9.36 0.68  C65 1.557, N67 1.537, C69 1.560, C70 1.660
67 N 2.47 -9.36 0.38  C62 1.498, C66 1.537, O68 1.339
68 O 1.61 -9.55 1.40  N67 1.339, H90 0.960
69 C 4.40 -10.66 1.43  C66 1.560, H81 1.090, H82 1.090, H83 1.090
70 C 4.42 -8.16 1.73  C66 1.660, H84 1.090, H85 1.090, H86 1.090
71 C 0.42 -9.05 -1.15  C62 1.617, H87 1.090, H88 1.090, H89 1.090
72 H 0.87 -7.10 0.55  C61 1.090
73 H 1.33 -6.28 -0.81  C61 1.090
74 H 2.64 -6.72 0.31  C61 1.090
75 H 2.54 -9.25 -2.67  C63 1.090
76 H 2.52 -7.51 -2.52  C63 1.090
77 H 4.45 -7.20 -1.36  C64 1.090
78 H 4.96 -8.34 -2.56  C64 1.090
79 H 5.83 -9.03 -0.53  C65 1.090
80 H 4.79 -10.24 -1.19  C65 1.090
81 H 5.31 -10.51 2.01  C69 1.090
82 H 3.59 -10.98 2.09  C69 1.090
83 H 4.66 -11.48 0.76  C69 1.090
84 H 4.47 -7.22 1.18  C70 1.090
85 H 3.66 -7.99 2.49  C70 1.090
86 H 5.40 -8.40 2.16  C70 1.090
87 H -0.39 -8.88 -0.44  C71 1.090
88 H 0.53 -10.13 -1.26  C71 1.090
89 H 0.11 -8.74 -2.15  C71 1.090
90 H 1.69 -8.76 1.94  O68 0.960
91 C 4.64 3.51 4.14  C92 1.565, H102 1.090, H103 1.090, H104 1.090
92 C 3.90 2.33 4.85  C91 1.565, C93 1.524, N97 1.513, C101 1.594
93 C 2.85 1.93 3.82  C92 1.524, C94 1.552, H105 1.090, H106 1.090
94 C 2.13 0.57 4.04  C93 1.552, C95 1.527, H107 1.090, H108 1.090
95 C 3.01 -0.61 4.43  C94 1.527, C96 1.554, H109 1.090, H110 1.090
96 C 4.16 -0.22 5.41  C95 1.554, N97 1.481, C99 1.531, C100 1.574
97 N 4.75 1.10 5.10  C92 1.513, C96 1.481, O98 1.360
98 O 5.77 1.40 5.95  N97 1.360, H120 0.960
99 C 3.59 -0.42 6.82  C96 1.531, H111 1.090, H112 1.090, H113 1.090
100 C 5.30 -1.30 5.27  C96 1.574, H114 1.090, H115 1.090, H116 1.090
101 C 3.13 2.86 6.13  C92 1.594, H117 1.090, H118 1.090, H119 1.090
102 H 5.50 3.70 4.79  C91 1.090
103 H 4.11 4.46 4.09  C91 1.090
104 H 5.05 3.29 3.15  C91 1.090
105 H 2.17 2.79 3.74  C93 1.090
106 H 3.26 2.12 2.83  C93 1.090
107 H 1.38 0.29 3.31  C94 1.090
108 H 1.51 0.71 4.92  C94 1.090
109 H 3.46 -1.03 3.53  C95 1.090
110 H 2.42 -1.44 4.83  C95 1.090
111 H 2.74 0.22 7.04  C99 1.090
112 H 3.22 -1.38 7.18  C99 1.090
113 H 4.39 -0.18 7.52  C99 1.090
114 H 6.07 -1.20 6.04  C100 1.090
115 H 5.02 -2.35 5.28  C100 1.090
116 H 5.93 -1.36 4.39  C100 1.090
117 H 2.86 3.92 6.08  C101 1.090
118 H 3.82 2.82 6.97  C101 1.090
119 H 2.22 2.29 6.33  C101 1.090
120 H 5.40 1.13 6.79  O98 0.960

Output
Kohn-Sham gap (eV): 8.496
SMILES string: CC1(C)CCCC(C)(C)N1O.CC1(C)CCCC(C)(C)N1O.CC1(C)CCCC(C)(C)N1O.CC1(C)CCCC(C)(C)N1O

***

Record 2
Density functional theory data (ωB97M-V with the def2-TZVPD basis set) for a cluster of 10 separate species, C36H77B2Cl18IN2O4PS in total.

Last columns: bonded neighbours and bond lengths (Å).
Positions of all 142 atoms, in Å:
1 C -6.18 -6.17 2.89  C2 1.572, H30 1.105, H31 1.102, H32 1.099
2 C -5.71 -4.72 2.53  C1 1.572, C3 1.558, H33 1.104, H34 1.103
3 C -6.30 -4.35 1.14  C2 1.558, C4 1.574, H35 1.105, H36 1.105
4 C -5.21 -3.91 0.09  C3 1.574, C5 1.559, H37 1.095, H38 1.106
5 C -5.75 -4.18 -1.34  C4 1.559, C6 1.564, H39 1.106, H40 1.108
6 C -5.44 -3.12 -2.45  C5 1.564, C7 1.556, H41 1.103, H42 1.108
7 C -4.47 -1.96 -2.10  C6 1.556, C8 1.571, H43 1.097, H44 1.108
8 C -5.25 -0.60 -2.03  C7 1.571, C9 1.561, H45 1.110, H46 1.102
9 C -5.75 -0.22 -0.60  C8 1.561, C10 1.549, H47 1.107, H48 1.101
10 C -4.61 0.53 0.13  C9 1.549, C11 1.548, H49 1.111, H50 1.103
11 C -4.74 0.59 1.67  C10 1.548, C12 1.558, H51 1.109, H52 1.107
12 C -4.84 -0.79 2.41  C11 1.558, C13 1.576, H53 1.110, H54 1.106
13 C -3.46 -1.45 2.80  C12 1.576, C14 1.547, H55 1.108, H56 1.100
14 C -2.35 -1.25 1.75  C13 1.547, P15 1.961, H57 1.104, H58 1.112
15 P -0.60 -2.02 2.22  C14 1.961, O16 1.758, C17 1.906, N21 1.920, B24 1.986, B27 1.966
16 O -1.23 -2.74 3.70  P15 1.758, H59 0.965
17 C -0.92 -3.64 1.27  P15 1.906, C18 1.532, H60 1.115, H61 1.113
18 C -0.32 -4.02 -0.09  C17 1.532, C19 1.569, I20 2.192, H62 1.107
19 C -0.96 -3.40 -1.38  C18 1.569, H63 1.100, H64 1.105, H65 1.100
20 I 1.86 -4.20 -0.24  C18 2.192
21 N 1.16 -2.58 2.72  P15 1.920, C22 1.174
22 C 1.19 -3.10 3.77  N21 1.174, S23 1.632
23 S 1.56 -3.32 5.34  C22 1.632
24 B 0.17 -1.00 0.70  P15 1.986, N25 1.495, O26 1.425
25 N -0.61 -0.35 -0.40  B24 1.495, H66 1.025, H67 1.022
26 O 1.58 -0.83 0.65  B24 1.425, H68 0.967
27 B -0.28 -0.39 3.27  P15 1.966, O28 1.428, O29 1.413
28 O 0.07 0.86 2.66  B27 1.428, H69 0.967
29 O -0.41 -0.34 4.67  B27 1.413, H70 0.965
30 H -7.28 -6.15 2.95  C1 1.105
31 H -5.91 -6.82 2.04  C1 1.102
32 H -5.75 -6.51 3.84  C1 1.099
33 H -6.14 -4.08 3.32  C2 1.104
34 H -4.61 -4.62 2.57  C2 1.103
35 H -6.90 -5.18 0.71  C3 1.105
36 H -6.96 -3.47 1.28  C3 1.105
37 H -4.98 -2.87 0.33  C4 1.095
38 H -4.35 -4.59 0.26  C4 1.106
39 H -5.40 -5.19 -1.64  C5 1.106
40 H -6.85 -4.28 -1.27  C5 1.108
41 H -6.40 -2.71 -2.81  C6 1.103
42 H -5.01 -3.66 -3.32  C6 1.108
43 H -3.83 -2.12 -1.22  C7 1.097
44 H -3.79 -1.84 -2.96  C7 1.108
45 H -4.50 0.17 -2.32  C8 1.110
46 H -6.03 -0.55 -2.81  C8 1.102
47 H -6.61 0.45 -0.74  C9 1.107
48 H -6.08 -1.15 -0.11  C9 1.101
49 H -4.63 1.58 -0.22  C10 1.111
50 H -3.64 0.13 -0.22  C10 1.103
51 H -3.88 1.14 2.09  C11 1.109
52 H -5.63 1.17 1.96  C11 1.107
53 H -5.38 -0.61 3.36  C12 1.110
54 H -5.48 -1.50 1.85  C12 1.106
55 H -3.67 -2.53 2.85  C13 1.108
56 H -3.19 -1.03 3.78  C13 1.100
57 H -2.63 -1.59 0.73  C14 1.104
58 H -2.17 -0.15 1.70  C14 1.112
59 H -1.75 -3.53 3.54  O16 0.965
60 H -2.02 -3.77 1.19  C17 1.115
61 H -0.62 -4.47 1.95  C17 1.113
62 H -0.59 -5.09 -0.22  C18 1.107
63 H -0.23 -2.85 -1.98  C19 1.100
64 H -1.72 -2.65 -1.09  C19 1.105
65 H -1.49 -4.15 -1.98  C19 1.100
66 H -0.74 0.66 -0.25  N25 1.025
67 H -0.10 -0.46 -1.27  N25 1.022
68 H 1.91 -0.97 -0.25  O26 0.967
69 H -0.74 1.38 2.55  O28 0.967
70 H -1.28 -0.01 4.92  O29 0.965
71 Cl -0.40 6.04 -0.61  C72 1.784
72 C 0.88 4.89 -0.13  Cl71 1.784, C73 1.507, H75 1.088, H76 1.090
73 C 0.60 3.49 -0.63  C72 1.507, Cl74 1.778, H77 1.091, H78 1.087
74 Cl -0.79 2.74 0.17  C73 1.778
75 H 0.96 4.91 0.95  C72 1.088
76 H 1.81 5.25 -0.56  C72 1.090
77 H 1.46 2.85 -0.43  C73 1.091
78 H 0.42 3.48 -1.70  C73 1.087
79 Cl 2.16 5.82 -4.35  C80 1.782
80 C 3.44 4.66 -3.88  Cl79 1.782, C81 1.508, H83 1.089, H84 1.090
81 C 3.16 3.27 -4.38  C80 1.508, Cl82 1.784, H85 1.087, H86 1.082
82 Cl 1.76 2.53 -3.57  C81 1.784
83 H 3.53 4.68 -2.79  C80 1.089
84 H 4.37 5.03 -4.30  C80 1.090
85 H 4.02 2.63 -4.18  C81 1.087
86 H 2.97 3.26 -5.45  C81 1.082
87 Cl 5.21 3.12 -6.48  C88 1.782
88 C 4.83 2.48 -8.10  Cl87 1.782, C89 1.509, H91 1.088, H92 1.089
89 C 4.88 3.54 -9.16  C88 1.509, Cl90 1.781, H93 1.089, H94 1.088
90 Cl 3.56 4.73 -8.99  C89 1.781
91 H 3.85 2.01 -8.05  C88 1.088
92 H 5.57 1.71 -8.31  C88 1.089
93 H 4.77 3.09 -10.15  C89 1.089
94 H 5.82 4.08 -9.14  C89 1.088
95 Cl -3.87 6.17 -4.93  C96 1.781
96 C -4.29 6.97 -3.40  Cl95 1.781, C97 1.508, H99 1.088, H100 1.089
97 C -4.17 6.04 -2.21  C96 1.508, Cl98 1.783, H101 1.090, H102 1.088
98 Cl -5.40 4.75 -2.23  C97 1.783
99 H -5.30 7.36 -3.49  C96 1.088
100 H -3.61 7.80 -3.28  C96 1.089
101 H -4.31 6.59 -1.29  C97 1.090
102 H -3.19 5.56 -2.18  C97 1.088
103 Cl 7.65 0.08 0.54  C104 1.788
104 C 6.01 0.20 1.25  Cl103 1.788, C105 1.504, H107 1.086, H108 1.090
105 C 4.93 0.01 0.21  C104 1.504, Cl106 1.789, H109 1.091, H110 1.088
106 Cl 4.88 1.38 -0.94  C105 1.789
107 H 5.93 1.16 1.75  C104 1.086
108 H 5.93 -0.59 2.00  C104 1.090
109 H 3.96 -0.04 0.69  C105 1.091
110 H 5.08 -0.90 -0.36  C105 1.088
111 Cl -2.56 9.42 -5.94  C112 1.781
112 C -2.60 11.11 -5.37  Cl111 1.781, C113 1.510, H115 1.088, H116 1.090
113 C -2.02 11.26 -3.99  C112 1.510, Cl114 1.782, H117 1.089, H118 1.088
114 Cl -3.04 10.50 -2.74  C113 1.782
115 H -3.63 11.46 -5.41  C112 1.088
116 H -2.01 11.69 -6.08  C112 1.090
117 H -1.94 12.31 -3.73  C113 1.089
118 H -1.02 10.82 -3.92  C113 1.088
119 Cl 4.10 -5.00 10.98  C120 1.786
120 C 3.76 -5.36 9.26  Cl119 1.786, C121 1.508, H123 1.088, H124 1.090
121 C 3.91 -4.14 8.38  C120 1.508, Cl122 1.777, H125 1.091, H126 1.087
122 Cl 2.64 -2.93 8.69  C121 1.777
123 H 2.76 -5.78 9.20  C120 1.088
124 H 4.47 -6.12 8.96  C120 1.090
125 H 3.82 -4.43 7.34  C121 1.091
126 H 4.87 -3.66 8.52  C121 1.087
127 Cl 7.38 1.29 4.21  C128 1.780
128 C 8.65 0.13 4.66  Cl127 1.780, C129 1.510, H131 1.088, H132 1.090
129 C 8.36 -1.25 4.14  C128 1.510, Cl130 1.778, H133 1.090, H134 1.089
130 Cl 6.97 -1.99 4.97  C129 1.778
131 H 8.76 0.15 5.74  C128 1.088
132 H 9.58 0.50 4.22  C128 1.090
133 H 9.22 -1.90 4.32  C129 1.090
134 H 8.15 -1.25 3.07  C129 1.089
135 Cl 9.01 -6.01 -0.25  C136 1.783
136 C 8.59 -4.61 -1.27  Cl135 1.783, C137 1.509, H139 1.088, H140 1.090
137 C 8.32 -3.37 -0.46  C136 1.509, Cl138 1.779, H141 1.090, H142 1.088
138 Cl 6.82 -3.51 0.50  C137 1.779
139 H 7.73 -4.89 -1.88  C136 1.088
140 H 9.44 -4.44 -1.93  C136 1.090
141 H 8.19 -2.52 -1.12  C137 1.090
142 H 9.13 -3.15 0.23  C137 1.088

Output
Kohn-Sham gap (eV): 5.655
Net charge: -1

***

Computed energy relative to the best compared isomer or geometry (same formula, charge and spin) (kJ/mol) in order:
532.9, 0.0